No. 1
The following is a DFT calculation (ωB97M-V/def2-TZVPD) of a cluster of 14 separate species, C35H105N21O14 in total in a non-equilibrium geometry.

Last column: Mulliken charge in e.
Positions of all 175 atoms, in Å:
H  -2.51812  -0.91756  0.20519  0.00
H  -2.08769  -4.68688  4.21614  0.22
H  -10.57519  -2.64134  0.19948  0.33
C  5.47647  2.17087  0.96227  -0.63
C  -0.48373  1.99090  3.89298  0.79
N  -1.64055  2.58736  -5.00096  -0.35
H  -2.86911  -7.67664  -0.87414  0.40
H  0.27882  -4.16383  -2.13379  0.22
N  -2.52806  -3.80216  4.38747  -0.32
N  0.52445  -4.38537  2.19085  -0.15
H  -0.25934  -1.92492  4.71624  0.28
H  -4.23318  -1.42364  -6.16609  0.45
H  -1.20275  -2.05655  1.36983  -0.57
C  -3.78640  -1.93111  -5.30614  -1.82
H  3.15658  1.79204  -3.86249  0.23
C  -1.55006  -0.76026  -5.54050  -0.60
H  -2.38454  -1.36666  -3.76546  -0.49
C  -4.89692  -2.58684  -0.00260  -0.52
N  -1.00328  1.74035  -3.02233  0.03
H  -8.41980  -1.54466  -0.29739  0.35
N  -3.52878  0.32140  -4.40789  -0.55
H  4.76147  -2.83803  2.23244  0.39
H  1.37297  2.25250  2.76879  -0.12
H  -4.18186  -2.09151  -0.65786  -0.15
H  -3.01965  1.83773  4.47094  0.24
C  4.15823  -1.93738  2.32371  -1.22
H  1.65964  2.99824  -1.42567  0.15
H  -2.86408  -4.05039  -1.67481  0.09
H  -1.44511  -7.38832  -1.86830  0.35
H  -0.14594  -1.53611  -7.79609  0.34
C  -0.30576  -0.65801  0.06364  1.32
C  -1.88828  -5.72177  -0.62532  1.92
H  -1.06064  1.92951  2.96463  -0.15
H  0.91132  -1.16119  -6.39207  0.34
C  4.29011  0.59007  2.38911  -0.13
H  1.48520  -3.01992  0.42979  -0.41
H  6.97364  8.74218  4.07341  0.32
H  -8.02466  -2.22726  -2.43076  0.35
C  4.43943  3.40213  -3.90556  0.70
H  7.80554  7.81087  5.39942  0.26
O  6.71187  6.69214  4.09545  -0.30
H  1.99895  2.78735  0.29918  0.07
H  -0.78363  -0.21650  -4.98161  0.24
N  -0.28640  -1.65997  1.18541  2.01
H  1.01256  -2.19634  3.62809  0.07
N  1.86620  5.60371  -3.46030  0.01
H  2.36413  3.27008  -3.72461  -0.03
H  0.70528  -1.71318  -4.02038  -0.14
O  0.34237  3.28521  -3.94755  -0.83
O  -5.86429  0.63124  3.67077  -0.65
C  5.01874  -0.70876  1.99916  0.57
H  3.19649  -2.01613  1.81538  0.02
H  -2.63708  -6.09794  1.28777  0.29
C  -2.89032  -2.94195  3.42119  0.23
H  -0.97281  -3.06757  -2.49174  0.29
H  -0.02207  -0.93888  1.88365  -0.67
H  5.02430  3.54212  3.03780  0.40
H  -3.49984  -1.00945  3.20443  -0.08
H  2.05693  8.50687  -2.24376  0.24
H  -4.49859  -3.55173  0.30399  0.36
N  3.18072  -1.91850  -2.01939  -0.24
H  6.19688  1.43361  0.59069  0.34
N  5.05231  4.41816  3.57923  -0.79
H  3.04359  -2.88196  -1.78917  0.11
C  5.55333  6.78536  3.29221  -0.90
H  6.00378  4.21871  3.90415  0.34
O  -2.67418  -3.11497  2.21770  -0.01
H  -3.18020  -1.48024  4.85115  0.22
H  -9.87398  -4.24060  -0.24811  0.33
C  -4.74685  1.12435  3.54167  0.32
H  3.78493  4.60461  1.16214  -0.13
H  -0.99367  -5.35760  -0.11052  -0.71
H  3.32541  0.72822  1.89102  -0.13
H  -2.42137  1.94712  -4.90842  0.27
H  6.13180  5.11511  2.02218  0.24
N  -8.73046  -2.82394  -1.99359  -0.79
H  1.51708  -3.11124  -3.31928  0.20
H  -1.42234  3.05212  -5.86580  0.25
H  3.76290  -1.34274  -1.43631  0.11
H  1.28741  -1.29779  5.18845  0.49
C  -0.52341  -3.99750  -2.86406  -0.67
H  6.20881  -1.33588  3.52370  0.29
H  1.53441  2.19713  4.59246  0.26
H  -2.99096  -4.64457  0.82694  -0.18
H  -5.10059  -1.98892  0.89144  0.55
C  -2.39017  -5.01720  -1.87830  -0.58
C  -0.71090  2.64174  -4.00313  0.42
H  -1.65189  0.99877  -3.20491  0.08
H  -3.27877  1.75024  2.32360  0.14
H  6.91413  -1.42982  2.08630  0.26
N  2.40614  7.65883  -2.65774  -0.41
O  -1.45546  -5.05290  -2.92801  -0.48
N  3.24420  2.79435  -3.84206  0.04
H  -0.48953  3.31575  5.42571  0.36
N  -1.19195  2.92052  4.79745  -0.77
C  4.03538  5.54129  1.66502  -1.20
C  1.48873  -4.87142  1.35869  0.37
H  -3.26221  -2.82901  -5.63397  0.36
C  1.85335  2.26139  -0.64739  -0.27
N  1.45120  -2.12642  -3.49088  -0.09
O  0.21277  -0.29016  3.59359  -0.11
H  0.14614  -3.49264  1.89383  0.13
C  -0.42885  0.57778  4.51274  -0.83
H  -0.31991  1.70583  -2.27662  0.08
C  -1.77791  -0.16394  -0.04923  -0.56
H  2.56301  -4.31666  -0.20686  0.16
H  -4.62659  -2.17553  -4.65616  0.44
O  2.50461  -0.14089  -3.32455  -0.61
N  -3.88065  1.31820  4.56966  -0.24
H  1.66851  -0.05144  0.37832  0.38
H  -1.87912  -0.17689  -6.41087  0.43
C  2.37652  -1.29023  -2.91604  0.37
H  -8.19806  -3.69761  -2.04279  0.35
H  -9.54276  -3.41870  1.28488  0.38
H  4.07506  0.44325  3.45153  0.35
C  0.64418  -1.44347  4.32001  -0.93
C  5.26028  5.49633  2.56595  0.83
H  3.12570  5.90075  2.15376  0.34
H  0.42172  1.06704  1.22372  -0.31
O  0.25117  7.18780  -3.29721  -0.70
H  2.85128  5.37681  -3.44162  0.24
C  -8.51356  -2.60635  -0.52945  0.34
C  0.97108  2.55688  3.73611  -1.12
H  0.24551  0.74138  5.36057  0.35
C  0.68180  0.43540  0.36977  0.46
H  -4.17683  1.01815  5.48045  0.18
H  -0.12044  -3.81103  -3.85658  0.40
N  -3.29692  -1.71938  3.88576  -0.12
H  5.50679  7.66287  2.63457  0.45
C  0.17052  -1.85246  -6.80401  -0.84
O  4.61638  4.63386  -3.86303  -0.79
H  3.87048  -1.81728  3.37522  0.37
H  -1.43642  0.35735  4.86904  0.13
O  -0.95518  -1.98121  -5.93158  -0.35
H  1.15694  4.90799  -3.65985  0.11
H  5.42742  1.61793  -4.26238  0.17
H  -0.05139  -5.15570  2.49542  0.23
C  -7.18316  -3.25327  -0.03421  -0.98
O  1.80439  -6.05960  1.34299  -0.72
H  -7.16580  -4.34140  -0.18026  0.36
H  -2.64197  -3.57315  5.35821  0.15
H  -1.84050  0.70051  0.61632  -0.16
H  4.67664  6.98301  3.92631  0.34
N  5.49928  2.56817  -3.94527  -0.40
N  6.31208  -0.83785  2.64339  -0.69
H  4.07236  6.20850  0.79536  0.45
H  4.67408  2.13569  0.21901  0.14
H  -4.18154  0.10396  -3.66058  0.17
O  0.74815  1.37464  -0.68686  -0.86
H  6.41174  2.98733  -3.94398  0.23
O  5.06813  1.74625  2.25021  -0.49
N  -4.23377  1.44052  2.32269  -0.21
H  -1.23885  -7.84813  -0.21421  0.40
C  -1.86958  -7.24583  -0.86886  -1.69
N  1.94195  -3.92342  0.47749  0.17
H  -4.71515  1.29706  1.45669  0.18
H  6.12918  8.25454  5.47807  0.31
H  -1.26106  3.78852  4.26068  0.24
C  1.43405  6.86781  -3.17647  0.58
H  5.34855  -0.66847  0.95217  0.29
C  -2.80334  -0.95038  -4.68842  1.33
N  -2.89654  -5.58446  0.45311  -0.55
H  0.91837  3.64019  3.63212  0.54
H  -4.16241  0.62720  -5.14092  0.32
O  -6.11875  -2.65239  -0.72458  -0.32
H  -0.03636  -1.14223  -0.88184  -0.68
H  -3.21349  -5.63485  -2.25013  0.43
H  2.75808  1.73994  -0.97023  0.13
H  0.69632  -2.80398  -6.84467  0.27
C  6.91286  7.91846  4.78942  -0.77
H  5.96638  3.13684  0.88418  0.24
C  -9.68467  -3.27085  0.21057  -1.41
H  -1.93925  0.16924  -1.07699  -0.14
H  3.30808  7.30005  -2.41291  0.20
H  -7.15851  -3.11451  1.05301  0.41

Atoms 1-3, force components in eV/Å:
H 0.1415 -0.0878 0.0952
H -0.0884 0.0683 -0.4684
H -0.0944 -0.1492 -0.5770

- Gap between HOMO and LUMO: 8.481 eV
- Multiplicity: 1
- Energy above the lowest of the compared OMol25 structures with the same formula, charge and spin: 39.08 kcal per mole


No. 2
The following is a DFT calculation (ωB97M-V/def2-TZVPD) of the molecule C18H16F5N3O6S in a non-equilibrium geometry.

Last column: Mulliken charge in e.
Positions of all 49 atoms, in Å:
S  0.81079  -4.76650  -1.60507  -0.08
H  0.38767  0.81471  0.57395  0.32
O  1.49378  2.73659  1.62012  -0.61
H  -0.62419  8.19986  1.69747  0.34
C  -2.34927  -2.73738  0.68018  0.38
O  -1.10461  -0.87498  1.25281  -0.63
C  2.18189  6.52127  1.23419  0.10
H  1.65663  8.35320  0.63838  0.23
F  -4.23323  -5.36259  -0.95472  -0.28
C  -4.17659  -4.90229  1.23822  0.36
C  0.26985  -5.22536  -3.30675  -0.92
N  1.24524  5.53969  1.05645  0.27
H  -0.13744  7.28048  2.97486  0.28
H  -0.20454  -2.90352  -0.89805  -0.08
H  2.89962  -3.69003  -2.32159  0.49
H  0.97908  -5.06621  -4.07755  0.37
O  3.32297  6.37997  0.93581  -0.55
C  1.34069  -0.06650  -1.00968  0.36
C  -3.07534  -2.87679  1.84204  0.10
H  0.45383  2.79255  -1.30015  0.39
H  2.32143  -3.26037  0.17095  0.47
H  3.28075  -2.21869  -0.58425  0.43
O  2.09997  0.00889  -1.98964  -0.71
C  0.01473  6.08556  1.25265  0.38
C  -2.76471  -3.58250  -0.32187  -0.01
C  -1.24176  -1.77529  0.48318  0.42
C  -3.59683  -4.73111  -0.01655  0.29
H  2.20074  2.22947  -1.36387  0.34
C  1.52704  7.81583  1.62355  -0.20
H  -0.01145  -6.23506  -3.30838  0.37
F  -2.11402  -3.45607  -1.54353  -0.30
H  1.89502  8.41988  2.45124  0.31
O  -0.96772  5.86397  0.54915  -0.57
F  -4.93453  -5.93543  1.48324  -0.29
F  -2.90507  -2.02779  2.76075  -0.27
H  1.58313  -2.61650  -2.73394  0.36
N  0.75601  1.02114  -0.34953  0.01
C  0.09299  7.46718  1.92980  -0.54
N  -0.19234  -1.97460  -0.45042  0.15
O  1.39918  4.50357  0.13585  -0.22
H  -0.55012  -4.58962  -3.50349  0.27
F  -4.41387  -4.08156  3.40586  -0.29
C  1.17700  -1.44829  -0.35510  0.12
C  -3.92285  -3.95955  2.17894  0.38
C  1.95757  -3.35366  -1.97374  -0.81
H  1.32240  -1.26807  0.76164  0.24
C  2.23484  -2.54261  -0.65131  -1.16
C  1.18379  2.30328  -0.74844  -0.68
C  1.43183  3.19183  0.43633  0.68

Atoms 1-3, force components in eV/Å:
S 1.0185 0.2089 -1.0193
H -0.0508 0.3367 -0.1192
O -0.0721 2.1229 -4.5392

- Gap between HOMO and LUMO: 9.035 eV
- Multiplicity: 1
- Energy above the lowest of the compared OMol25 structures with the same formula, charge and spin: 4.62 kcal per mole


No. 3
The following is a DFT calculation (ωB97M-V/def2-TZVPD) of a cluster of 2 separate species, C2H3O4S in total in a non-equilibrium geometry.

Last column: Mulliken charge in e.
Positions of all 10 atoms, in Å:
H  1.15348  1.17130  1.18291  0.25
O  -0.28837  2.53756  -0.31314  -0.40
O  -3.09780  -1.35766  0.50344  -0.56
O  -4.36123  0.77122  0.86478  -0.58
S  -3.47294  -0.02232  -0.07698  0.80
C  0.35841  0.53090  0.55454  -0.74
O  -4.03290  -0.16068  -1.46823  -0.58
H  1.06949  0.13122  -0.16428  0.26
H  -0.02866  -0.34770  1.15559  0.26
C  -0.64209  1.43975  -0.04339  0.29

Atoms 1-3, force components in eV/Å:
H -2.0568 -1.1521 -0.8532
O -0.9057 0.3165 -0.3922
O 0.1439 1.4638 -0.5208

- Gap between HOMO and LUMO (alpha / beta): 6.825 / 8.604 eV
- Multiplicity: 1
- Total charge: -1
- Energy above the lowest of the compared OMol25 structures with the same formula, charge and spin: 69.13 kcal per mole


No. 4
The following is a DFT calculation (ωB97M-V/def2-TZVPD) of a cluster of 2 separate species, H2INS in total in a non-equilibrium geometry.

Last column: Mulliken charge in e.
Positions of all 5 atoms, in Å:
I  1.52056  1.59824  1.01127  -0.03
H  -2.07646  0.99657  0.10110  0.01
N  0.25026  -1.16799  -0.56849  -0.34
S  0.33697  0.33059  -0.66632  0.08
H  -0.03134  -1.75741  0.12244  0.27

Atoms 1-3, force components in eV/Å:
I 0.2757 0.1129 0.6178
H 0.2980 -0.0007 -0.0925
N 0.9745 1.3013 -2.5318

- Gap between HOMO and LUMO (alpha / beta): 7.781 / 8.403 eV
- Multiplicity: 1
- Energy above the lowest of the compared OMol25 structures with the same formula, charge and spin: 96.08 kcal per mole


The records above give, respectively, E_tot values of -3599.86030; -2208.60512; -777.12040; -751.67459 a.u..